Entry 1:
The following is a DFT calculation (ωB97M-V/def2-TZVPD) of C3H6O3S in the gas phase at a distorted geometry.

Geometry (Å):
S (-0.783275, 1.118515, -1.382128)
O (0.066166, 0.183116, -2.469757)
O (-0.542866, 1.666227, 1.040746)
O (-1.625581, -1.089512, 0.737158)
C (0.642145, -0.354462, 0.518057)
C (-0.491057, -1.307154, 0.527751)
C (0.334070, 1.110547, 0.125065)
H (1.422962, -0.648055, -0.203549)
H (1.273755, 1.620980, 0.100147)
H (1.276933, -0.314867, 1.388735)
H (-0.255707, -0.724074, -2.274026)
H (-0.079158, -2.326016, 0.626676)
H (-1.238386, 1.064755, 1.265126)

Forces on the atoms, in the same order (eV/Å):
S 1.208 0.725 0.197
O -0.499 -0.978 0.330
O 0.732 1.999 0.775
O -2.621 0.818 -0.053
C 1.345 2.157 -2.347
C 3.132 -1.348 1.852
C -2.054 -2.517 -0.003
H -0.464 -0.528 -0.200
H 0.186 0.906 -0.396
H -0.421 -0.388 1.065
H 0.461 0.609 -0.570
H -0.345 -0.628 -0.623
H -0.660 -0.825 -0.026

Properties
energy above the lowest of the compared OMol25 structures with the same formula, charge and spin: 0.855 eV
multiplicity: 1
lowest unoccupied orbital energy: 0.3 eV
DFT total energy: -20184.070 eV
orbital gap: 0.3393 Eh
charge: 0
SMILES: O=CC[C@H](O)SO
E_HOMO: -8.90 eV



Entry 2:
The following is a DFT calculation (ωB97M-V/def2-TZVPD) of a molecular structure, C10H24AgN2O4 at a distorted geometry.

Geometry (Å):
Ag (6.606332, 28.100636, 2.742865)
O (8.156919, 28.261609, 4.597162)
O (6.570312, 25.792188, 3.264907)
O (4.534280, 27.154681, 2.060177)
O (7.828127, 26.904885, 0.968097)
N (7.555037, 27.890021, -0.983194)
N (10.083905, 27.415569, 5.388136)
C (10.836796, 27.692550, 4.191512)
C (8.013907, 28.190209, -2.303046)
C (4.212526, 26.912331, 0.663590)
C (8.735256, 27.705851, 5.548402)
C (8.630485, 25.637520, -0.913655)
C (4.183490, 26.187637, 3.015019)
C (7.996177, 26.885530, -0.263257)
C (7.584582, 24.828926, 3.252843)
C (8.088066, 27.400691, 6.959908)
C (5.282748, 25.088618, 3.291856)
H (3.300051, 26.316117, 0.667867)
H (8.528639, 26.661057, 7.628450)
H (11.854315, 27.702053, 4.582232)
H (7.554779, 24.326972, 2.285753)
H (8.960360, 28.729222, -2.260610)
H (9.289123, 25.176756, -0.177455)
H (5.127110, 24.486721, 4.187178)
H (9.374550, 25.894094, -1.667734)
H (7.265061, 28.752549, -2.860812)
H (4.112534, 27.830412, 0.084588)
H (10.418000, 27.003514, 3.458065)
H (10.390394, 26.719984, 6.053207)
H (3.214931, 25.697495, 2.916310)
H (3.914527, 26.769459, 3.896634)
H (7.259765, 28.709424, -0.471814)
H (7.909877, 24.966541, -1.381212)
H (7.073808, 27.067356, 6.740248)
H (5.242261, 24.412504, 2.437852)
H (7.467654, 24.067525, 4.024011)
H (5.034369, 26.337954, 0.236086)
H (7.886923, 28.384023, 7.384994)
H (8.016889, 27.224858, -2.809197)
H (8.596688, 25.222630, 3.346346)
H (10.778980, 28.741494, 3.900887)

Forces on the atoms, in the same order (eV/Å):
Ag 0.252 1.593 -0.332
O 0.539 -0.803 2.444
O -1.376 -1.619 1.190
O -0.932 -0.118 -1.016
O 0.644 -0.772 -1.148
N -0.468 1.705 -1.050
N -2.199 0.053 2.214
C -0.232 0.464 1.087
C -0.575 -0.712 -0.718
C 0.426 -0.955 1.165
C 0.673 0.453 -1.329
C 0.898 1.004 -0.066
C 0.051 -0.465 1.399
C 0.071 -1.714 2.502
C 0.576 -0.620 -0.622
C -0.721 0.503 -2.071
C 0.056 2.307 -1.515
H -0.143 0.087 -0.427
H 0.479 0.403 -0.168
H 0.428 -1.153 -0.957
H 0.105 -0.280 -0.171
H 0.118 -0.195 -0.474
H -0.750 -0.341 0.332
H 0.008 0.341 0.300
H -0.278 0.302 -0.423
H 0.065 0.325 0.248
H -0.065 0.148 0.572
H 1.146 0.220 -0.729
H 0.559 0.238 -0.218
H -0.130 -0.382 -1.120
H 0.872 0.156 0.434
H -0.209 -0.185 0.702
H -0.036 -0.017 0.328
H -0.014 -0.262 -0.166
H 0.257 -0.253 -0.158
H -0.201 -0.031 0.289
H -0.017 -0.138 -0.223
H 0.527 -0.076 0.440
H 0.784 0.256 -0.409
H -0.289 0.636 0.090
H -0.900 -0.106 -0.224

Properties
multiplicity: 2
lowest unoccupied orbital energy (alpha / beta): 0.7 / 0.6 eV
DFT total energy: -25924.348 eV
orbital gap (alpha / beta): 0.1361 / 0.3193 Eh
charge: 0
⟨S²⟩: 0.75
E_HOMO (alpha / beta): -3.04 / -8.07 eV



Entry 3:
The following is a DFT calculation (ωB97M-V/def2-TZVPD) of a molecular structure, Br2H8O4Zn.

Geometry (Å):
Br (2.106513, -1.595471, -3.526226)
Br (-1.897606, 1.022451, 4.135567)
Zn (0.074340, 0.070321, -0.041513)
O (2.064989, -2.638413, 2.200268)
O (-1.762300, 2.483343, -2.066516)
O (2.921626, 2.729315, 0.202874)
O (-3.255869, -2.329668, -0.575201)
H (-1.853805, 3.428854, -2.184228)
H (-4.011872, -2.305516, -1.161809)
H (2.035884, -3.585504, 2.335910)
H (2.436102, -2.291102, 3.011368)
H (3.280077, 3.330236, -0.450304)
H (-3.405617, -3.096454, -0.022171)
H (-2.331601, 2.102079, -2.734917)
H (3.599139, 2.675528, 0.876898)

Forces on the atoms, in the same order (eV/Å):
Br -0.389 0.316 0.647
Br 0.274 -0.132 -0.555
Zn 0.108 -0.108 -0.146
O -0.100 0.204 -0.233
O 0.186 -0.234 0.222
O -0.292 -0.175 0.017
O 0.246 0.196 -0.005
H 0.033 0.266 0.050
H -0.172 0.047 -0.172
H -0.034 -0.254 -0.035
H 0.074 0.136 0.219
H 0.044 0.130 -0.229
H 0.005 -0.184 0.189
H -0.132 -0.159 -0.180
H 0.149 -0.047 0.211

Properties
energy above the lowest of the compared OMol25 structures with the same formula, charge and spin: 8.821 eV
multiplicity: 1
lowest unoccupied orbital energy: -5.7 eV
DFT total energy: -196817.072 eV
orbital gap: 0.0958 Eh
charge: 0
E_HOMO: -8.30 eV